Entry 1:
14
Properties=species:S:1:pos:R:3:mulliken_charge:R:1 method="wB97M-V/def2-TZVPD" de_lowest_kj_mol=328.2 homo_lumo_gap_ev=9.1 smiles="NC(=O)[C@H]1C[C@H]1O" multiplicity=1 total_energy_ev=-9843.87797
N -1.9613 -0.1586 0.8227 -0.361
C -0.6977 -0.6204 0.9766 0.299
O -0.2255 -1.0884 1.9951 -0.609
C 0.0824 -0.5520 -0.2948 0.477
C 0.1545 0.6537 -1.1562 -1.242
C 1.5066 -0.2766 -0.2692 -0.212
O 2.1896 0.7005 0.3940 -0.476
H -2.2014 0.3087 -0.0379 0.236
H -2.5890 -0.1437 1.6071 0.237
H -0.0590 -1.4422 -0.9070 0.273
H 0.1049 0.6889 -2.2332 0.260
H -0.1651 1.6055 -0.6826 0.392
H 2.1731 -1.1564 -0.3581 0.355
H 1.6880 1.4810 0.1434 0.372

***

Entry 2:
14
Properties=species:S:1:pos:R:3:mulliken_charge:R:1 method="wB97M-V/def2-TZVPD" de_lowest_kj_mol=237.6 homo_lumo_gap_ev=8.4 multiplicity=1 total_energy_ev=-9844.81708
O 1.3697 0.0785 1.4935 -0.526
C 1.8704 -0.0724 0.2459 -0.250
C 1.2985 0.3574 -0.8865 -0.195
N 0.0581 1.0313 -0.9005 -0.200
C -1.0960 0.5587 -0.2718 -0.675
C -1.3011 -0.7064 0.1094 0.106
O -2.4946 -1.0826 0.6840 -0.503
H 0.4715 0.4387 1.4176 0.462
H 2.8013 -0.6311 0.2439 0.342
H 1.7815 0.1540 -1.8393 0.313
H 0.0211 1.9552 -1.2946 0.192
H -1.8699 1.3025 -0.0969 0.238
H -0.5654 -1.4868 -0.0796 0.364
H -2.3451 -1.8972 1.1749 0.333

***

Entry 3:
14
Properties=species:S:1:pos:R:3:mulliken_charge:R:1 method="wB97M-V/def2-TZVPD" de_lowest_kj_mol=373.0 homo_lumo_gap_ev=10.5 multiplicity=1 total_energy_ev=-9843.41433
C -2.0871 0.6313 -0.0090 -1.276
C -0.8324 -0.0975 0.4122 0.452
O -0.4623 -1.0988 -0.5014 -0.367
C 0.9922 -1.2086 -0.3540 -0.380
C 1.3367 0.1673 -0.0104 0.467
N 2.5247 0.4451 -0.4032 -0.579
O 0.3051 0.8735 0.4396 -0.372
H -2.2936 1.4523 0.6867 0.336
H -2.9407 -0.0554 -0.0045 0.334
H -1.9574 1.0325 -1.0185 0.317
H -0.8950 -0.4816 1.4466 0.244
H 2.1375 -0.9502 -1.0483 0.357
H 1.2183 -1.9380 0.4437 0.255
H 3.0092 1.2690 -0.0882 0.213

***

Entry 4:
14
Properties=species:S:1:pos:R:3:mulliken_charge:R:1 method="wB97M-V/def2-TZVPD" de_lowest_kj_mol=87.7 homo_lumo_gap_ev=10.5 smiles="CC(=O)CNC=O" multiplicity=1 total_energy_ev=-9846.37023
C 1.6486 0.9354 -0.8470 -1.207
C 0.7205 0.2493 0.1145 0.823
O 0.6644 0.5812 1.2776 -0.536
C -0.1678 -0.9022 -0.3851 -0.620
N -1.2827 -1.0913 0.5170 -0.195
C -1.8599 0.0887 0.9430 0.052
O -2.4757 0.2564 1.9644 -0.532
H 2.5995 0.3935 -0.8420 0.294
H 1.8277 1.9490 -0.4811 0.346
H 1.2646 0.9617 -1.8706 0.326
H 0.4415 -1.8126 -0.4220 0.382
H -0.5188 -0.7247 -1.4103 0.285
H -1.1604 -1.7694 1.2585 0.270
H -1.7015 0.8848 0.1830 0.311

***

Entry 5:
14
Properties=species:S:1:pos:R:3:mulliken_charge:R:1 method="wB97M-V/def2-TZVPD" de_lowest_kj_mol=271.2 homo_lumo_gap_ev=9.6 multiplicity=1 total_energy_ev=-9844.46863
O -1.8009 -0.4907 0.3405 -0.470
C -0.7282 -1.0261 0.9696 0.009
C -0.4337 -2.3088 0.7900 -0.675
N 0.4691 0.6418 -1.2176 -0.306
C 1.4245 0.9208 -1.9985 -0.307
C -0.9370 2.1813 0.5209 0.081
O -0.6675 3.2657 0.3264 -0.158
H -1.7711 0.4689 0.4654 0.393
H -0.1364 -0.3555 1.5995 0.272
H 0.3325 -2.8117 1.3643 0.263
H -1.0563 -2.8690 0.0996 0.249
H 0.0673 -0.2726 -1.4358 0.190
H 1.7535 0.2645 -2.8091 0.226
H 1.9616 1.8637 -1.8692 0.233

***

Entry 6:
14
Properties=species:S:1:pos:R:3:mulliken_charge:R:1 method="wB97M-V/def2-TZVPD" de_lowest_kj_mol=59.4 homo_lumo_gap_ev=10.9 smiles="C/C=N/C.O=C=O" multiplicity=1 total_energy_ev=-9846.66359
C -0.9034 1.7643 0.2688 -1.069
C -0.9786 0.2931 0.0861 0.131
N 0.0219 -0.3996 -0.2205 -0.201
C -0.0921 -1.8183 -0.3617 -0.890
H -1.1334 2.0079 1.3059 0.295
H -1.6492 2.2536 -0.3565 0.326
H 0.0852 2.1361 0.0187 0.207
H -1.9710 -0.1555 0.2481 0.298
H -1.1234 -2.1782 -0.2589 0.361
H 0.3032 -2.1011 -1.3382 0.290
H 0.5309 -2.2858 0.4032 0.272
O 2.3929 0.8390 -0.8507 -0.416
C 2.2441 0.1509 0.0563 0.818
O 2.2729 -0.5063 0.9996 -0.424

***

Repeat the second record exactly.
14
Properties=species:S:1:pos:R:3:mulliken_charge:R:1 method="wB97M-V/def2-TZVPD" de_lowest_kj_mol=237.6 homo_lumo_gap_ev=8.4 multiplicity=1 total_energy_ev=-9844.81708
O 1.3697 0.0785 1.4935 -0.526
C 1.8704 -0.0724 0.2459 -0.250
C 1.2985 0.3574 -0.8865 -0.195
N 0.0581 1.0313 -0.9005 -0.200
C -1.0960 0.5587 -0.2718 -0.675
C -1.3011 -0.7064 0.1094 0.106
O -2.4946 -1.0826 0.6840 -0.503
H 0.4715 0.4387 1.4176 0.462
H 2.8013 -0.6311 0.2439 0.342
H 1.7815 0.1540 -1.8393 0.313
H 0.0211 1.9552 -1.2946 0.192
H -1.8699 1.3025 -0.0969 0.238
H -0.5654 -1.4868 -0.0796 0.364
H -2.3451 -1.8972 1.1749 0.333

***

Question: What is the multiplicity in the third record?
Answer: 1